Record 1
Computed, not measured: a 14-piece molecular cluster, C28H84O14 overall, with ωB97M-V/def2-TZVPD.

Cartesian coordinates (Å):
1 C 29.63922 -3.12340 -3.68403
2 C 29.46746 -4.64840 -3.81244
3 O 29.03982 -5.14720 -2.55701
4 H 29.88233 -2.65643 -4.63846
5 H 30.49097 -2.86710 -3.05400
6 H 28.73001 -2.72734 -3.23174
7 H 30.33470 -5.19278 -4.18615
8 H 28.80085 -4.96217 -4.61572
9 H 28.76154 -6.03972 -2.77510
10 C 38.76187 -1.63728 -5.73475
11 C 37.25383 -1.22847 -5.52210
12 O 37.18303 0.12173 -5.12288
13 H 38.74191 -2.62349 -6.19853
14 H 39.21584 -1.47430 -4.75728
15 H 39.30258 -0.96328 -6.39919
16 H 36.86841 -1.96814 -4.82035
17 H 36.70311 -1.34690 -6.45526
18 H 36.39957 0.23901 -4.58064
19 C 33.38351 -7.22180 2.01126
20 C 32.75897 -6.83263 3.30693
21 O 31.61952 -7.57921 3.67047
22 H 33.31397 -8.29850 1.85639
23 H 34.43364 -6.93011 1.99580
24 H 32.94706 -6.73593 1.13859
25 H 32.40986 -5.80163 3.24975
26 H 33.41534 -6.84950 4.17699
27 H 31.01041 -7.74941 2.94823
28 C 30.27933 -9.36282 -4.25350
29 C 30.11811 -8.35203 -3.10039
30 O 28.94718 -7.64083 -3.56742
31 H 29.34595 -9.91603 -4.35774
32 H 31.04124 -10.12736 -4.10157
33 H 30.53111 -8.94632 -5.22881
34 H 30.98663 -7.72774 -2.89053
35 H 29.79094 -8.82271 -2.17329
36 H 28.15383 -8.18133 -3.55987
37 C 38.00954 -5.85698 -0.98813
38 C 37.13854 -6.94972 -0.38169
39 O 36.77445 -7.93301 -1.36485
40 H 37.97496 -5.00996 -0.30297
41 H 37.75161 -5.44364 -1.96319
42 H 39.05080 -6.13197 -1.15627
43 H 36.18068 -6.66516 0.05376
44 H 37.66424 -7.49176 0.40439
45 H 36.40374 -7.52494 -2.15076
46 C 39.00476 -1.87782 -0.17174
47 C 39.84174 -2.32436 -1.32164
48 O 41.19351 -2.30060 -0.92612
49 H 39.09000 -2.63692 0.60581
50 H 37.93229 -1.93148 -0.35898
51 H 39.28180 -0.89775 0.21661
52 H 39.59371 -1.81823 -2.25461
53 H 39.59635 -3.31430 -1.70623
54 H 41.19388 -2.84033 -0.13220
55 C 33.93873 -6.21765 -2.37237
56 C 35.19029 -5.68913 -3.23303
57 O 35.85709 -6.82881 -3.74835
58 H 33.41634 -7.03653 -2.86699
59 H 33.18879 -5.43411 -2.26391
60 H 34.23485 -6.58191 -1.38865
61 H 35.82197 -4.93962 -2.75626
62 H 34.83020 -5.27777 -4.17602
63 H 36.11871 -6.61511 -4.64695
64 C 37.36305 -11.56717 -4.51381
65 C 37.13808 -11.43916 -6.02781
66 O 35.98475 -12.12964 -6.40993
67 H 36.47096 -11.21352 -3.99688
68 H 38.15606 -10.95357 -4.08634
69 H 37.58929 -12.60107 -4.25311
70 H 37.92822 -11.80456 -6.68374
71 H 36.97224 -10.41464 -6.36096
72 H 35.97068 -13.04620 -6.12475
73 C 28.22840 -7.70086 2.09612
74 C 29.12227 -7.81173 0.88771
75 O 30.46080 -7.52078 1.08404
76 H 28.27336 -6.67094 2.45019
77 H 28.60819 -8.29316 2.92861
78 H 27.20626 -7.96098 1.82105
79 H 28.74776 -7.05627 0.19698
80 H 29.21069 -8.80004 0.43658
81 H 30.63859 -6.62955 0.77467
82 C 33.57623 -7.97199 -5.62865
83 C 34.62534 -9.00129 -6.04754
84 O 34.12339 -10.20622 -6.58117
85 H 32.96203 -7.76689 -6.50546
86 H 34.14251 -7.05466 -5.46766
87 H 33.03326 -8.30878 -4.74556
88 H 35.28084 -9.27258 -5.22001
89 H 35.22167 -8.46820 -6.78803
90 H 34.82080 -10.86472 -6.54121
91 C 32.16636 -3.50522 0.91613
92 C 30.92702 -3.67758 -0.07007
93 O 30.72193 -5.10559 -0.38455
94 H 33.12562 -3.89550 0.57614
95 H 32.00328 -4.00847 1.86915
96 H 32.38700 -2.43800 0.93769
97 H 31.27625 -3.20968 -0.99051
98 H 29.96116 -3.21135 0.12447
99 H 30.01704 -5.14426 -1.03513
100 C 33.35341 -3.11818 -6.33172
101 C 33.07422 -3.95734 -7.62858
102 O 33.93607 -5.10849 -7.75747
103 H 32.34858 -2.71311 -6.21188
104 H 34.15105 -2.40177 -6.52824
105 H 33.60775 -3.75737 -5.48624
106 H 33.21210 -3.38628 -8.54671
107 H 32.08460 -4.41420 -7.63397
108 H 33.87057 -5.48075 -8.63993
109 C 34.11577 -2.18367 -3.31879
110 C 34.54065 -1.04686 -2.45468
111 O 35.32309 -0.17254 -3.23991
112 H 33.50071 -1.71799 -4.08882
113 H 33.49065 -2.92554 -2.82183
114 H 34.88062 -2.73525 -3.86547
115 H 35.16009 -1.52969 -1.69886
116 H 33.63792 -0.61245 -2.02520
117 H 35.83925 0.39425 -2.66205
118 C 38.80657 -6.15785 -6.15274
119 C 37.67610 -5.62099 -6.96038
120 O 36.46594 -5.83025 -6.27435
121 H 39.72796 -6.10796 -6.73296
122 H 38.74023 -7.21053 -5.87786
123 H 38.88493 -5.65758 -5.18750
124 H 37.75259 -6.09046 -7.94112
125 H 37.75194 -4.53458 -7.00569
126 H 35.72961 -5.67005 -6.86913

Output
HOMO level   -9.25 eV
Energy   -2170.3378 a.u.

=====

Record 2
Computed, not measured: C29H16BrN3O6Ti as an isolated structure, with ωB97M-V/def2-TZVPD.

Cartesian coordinates (Å):
1 Ti -0.92146 0.72002 -0.49355
2 Br -0.65042 -3.07435 5.92385
3 C -0.90566 -1.90114 4.46984
4 C -2.10696 -1.20630 4.34563
5 C -2.32272 -0.35959 3.27691
6 C -1.33866 -0.21091 2.29861
7 O -1.56421 0.57096 1.25106
8 C -0.11265 -0.89108 2.43724
9 C 0.99274 -0.65658 1.53716
10 N 0.90593 -0.03339 0.41793
11 C 2.07097 0.39486 -0.25585
12 C 3.16802 -0.35669 -0.55401
13 C 4.24450 0.24711 -1.24834
14 C 4.19456 1.55852 -1.62752
15 C 3.04898 2.34541 -1.34483
16 C 2.88406 3.69635 -1.73521
17 C 1.72317 4.34736 -1.43211
18 C 0.69340 3.64519 -0.76618
19 N 0.81020 2.39408 -0.39423
20 C 1.98422 1.74997 -0.66217
21 C 0.09384 -1.73055 3.53928
22 H -2.87613 -1.33563 5.09502
23 H -3.25122 0.18291 3.16903
24 H 1.97875 -0.96750 1.88930
25 H 3.21112 -1.40228 -0.27708
26 H 5.11335 -0.35019 -1.48760
27 H 5.01924 2.00689 -2.16581
28 H 3.67554 4.19687 -2.27835
29 H 1.55879 5.37660 -1.71554
30 H -0.25468 4.12777 -0.55542
31 H 1.03577 -2.25291 3.64737
32 O -1.86054 4.42504 -5.21537
33 C -1.68414 3.67573 -4.30259
34 C -2.55019 3.56314 -3.02241
35 O -3.46841 4.28087 -2.72048
36 C -1.95049 2.44527 -2.30011
37 C -0.85305 1.91721 -2.93371
38 O -0.21181 0.93574 -2.36911
39 C -0.52588 2.65987 -4.16226
40 O 0.43960 2.56262 -4.87373
41 O -2.26961 1.92301 -1.12215
42 C -1.53046 -1.21730 -1.12202
43 C -1.33286 -2.34220 -0.18789
44 C -0.14606 -3.08284 -0.22546
45 C 0.09270 -4.10318 0.67589
46 C -0.86247 -4.40567 1.64417
47 C -2.06153 -3.69643 1.68370
48 C -2.28990 -2.68262 0.77168
49 C -0.61072 -5.44340 2.60362
50 N -0.40703 -6.27502 3.37055
51 H -2.58617 -0.99965 -1.32007
52 H -1.01450 -1.37195 -2.06943
53 H 0.59722 -2.85401 -0.98096
54 H 1.01155 -4.67321 0.63390
55 H -2.80595 -3.94142 2.42925
56 H -3.22167 -2.13135 0.81057

Output
HOMO level   -8.70 eV
Energy   -5154.0230 a.u.